Entry from the OMol25 dataset: a structure of composition C2H10I2Si3 at a distorted geometry (wB97M-V/def2-TZVPD).

Atoms and positions in Å:
C (1.731100, 0.467187, -0.037119)
C (-1.314060, 0.578609, -0.722450)
Si (-3.775861, -0.370163, -0.350230)
Si (0.022326, -0.348321, 0.204347)
Si (3.169601, -0.452246, 0.762722)
I (-1.479148, 2.646665, -0.135194)
I (5.276262, 0.514843, -0.109113)
H (1.923197, 0.562184, -1.107498)
H (1.699930, 1.486970, 0.351477)
H (-1.250105, 0.558900, -1.803616)
H (-3.615618, -1.811881, -0.468434)
H (-4.106312, 0.123501, 0.975641)
H (-4.509736, 0.258374, -1.438279)
H (-0.297865, -0.368782, 1.633508)
H (0.067380, -1.711161, -0.342843)
H (3.222851, -1.857128, 0.381388)
H (3.236060, -0.277544, 2.205699)

Atoms 1-6, force components in eV/Å:
C -0.16 -0.50 0.35
C -2.54 -0.70 0.71
Si 3.39 1.16 -0.47
Si 0.14 0.73 -0.45
Si 0.00 0.81 -0.77
I 0.06 -0.43 -0.10

As for the energy above the lowest of the compared OMol25 structures with the same formula, charge and spin: 74.37 kcal/mol. The electronic energy is -42069.068 eV. The calculation puts the molecular weight at 372.2 g/mol.


Entry from the OMol25 dataset: the molecule H4NPSi at a distorted geometry (wB97M-V/def2-TZVPD).

Atoms and positions in Å:
N (-0.738666, 0.731858, -1.662760)
Si (0.656855, 0.054876, -0.035007)
P (-2.248882, 0.486154, -1.661792)
H (0.459674, 1.040799, 1.021036)
H (0.215914, -1.280509, 0.353203)
H (1.923400, 0.118864, -0.742303)
H (-2.603556, -0.233445, -0.433633)

Atoms 1-6, force components in eV/Å:
N 4.69 -1.01 3.20
Si -2.26 1.36 -3.00
P -2.80 -0.52 0.06
H 0.03 0.11 0.11
H -0.07 -0.16 -0.04
H 0.28 -0.04 0.06

As for the energy above the lowest of the compared OMol25 structures with the same formula, charge and spin: 19.03 kcal/mol. The electronic energy is -18716.395 eV. As for the multiplicity: 3. The calculation puts the molecular weight at 77.1 g/mol.


Entry from the OMol25 dataset: the ion CNO2S2 with charge -1 at a distorted geometry (wB97M-V/def2-TZVPD).

Atoms and positions in Å:
C (-1.379257, -0.156559, -0.034196)
N (-0.675862, -1.072948, 0.217872)
O (2.179904, -0.864947, 0.524523)
O (1.032896, 1.236033, -0.187857)
S (-2.312220, 1.084041, -0.195335)
S (1.154539, -0.225621, -0.325005)

Force components x, y, z for each atom (eV/Å):
C -1.36 -0.12 0.60
N 0.67 -1.60 -0.08
O 0.78 -0.63 -0.04
O -0.25 0.66 -0.40
S -1.43 1.70 -0.51
S 1.59 -0.01 0.43

As for the energy above the lowest of the compared OMol25 structures with the same formula, charge and spin: 17.44 kcal/mol. The electronic energy is -28290.694 eV. As for the charge: -1. As for the multiplicity: 3. The calculation puts the molecular weight at 122.2 g/mol.


Entry from the OMol25 dataset: a cluster of 10 separate species, C20H43Cl6F9N3O8 in total at a distorted geometry (wB97M-V/def2-TZVPD).

Atoms and positions in Å:
N (-0.093092, 6.277941, -3.676971)
H (0.020918, 6.651111, -4.608551)
H (0.072648, 6.923041, -2.917711)
H (0.658738, 5.630501, -3.488051)
H (-0.920142, 5.711891, -3.551761)
N (4.518618, 4.549041, 1.406559)
H (5.490908, 4.310521, 1.540219)
H (3.834498, 3.862941, 1.691759)
H (4.381158, 4.440521, 0.411859)
H (4.167898, 5.437411, 1.735049)
N (-1.305642, 4.497411, 3.332089)
H (-1.097682, 4.452721, 4.319429)
H (-2.292922, 4.295581, 3.264019)
H (-0.650862, 3.783791, 3.045529)
H (-1.169742, 5.404301, 2.908799)
O (1.400138, 1.155221, 1.019289)
C (1.443178, 0.397941, -0.176301)
C (1.407528, 1.237451, -1.494461)
O (2.250728, 2.382701, -1.844331)
H (0.659428, -0.348809, -0.303551)
H (2.323708, -0.244279, -0.194141)
H (0.402298, 1.641971, -1.612701)
H (1.442768, 0.527321, -2.320641)
C (-2.742602, -2.598699, -5.305121)
C (-2.859512, -1.176769, -5.796571)
O (-2.040672, -1.061559, -7.005441)
C (-1.543182, 0.141441, -7.409711)
O (-1.964632, 1.198261, -6.949381)
C (-0.570402, 0.036661, -8.587231)
F (-1.010452, 0.859041, -9.505771)
F (0.702428, 0.341031, -8.256931)
F (-0.643542, -1.224699, -9.085481)
H (-3.409582, -2.870569, -4.487001)
H (-1.676132, -2.757229, -5.145071)
H (-2.923542, -3.420469, -5.997981)
H (-2.479992, -0.634819, -4.930331)
H (-3.883122, -0.858159, -5.993581)
C (-4.992672, -2.975909, 4.569989)
C (-4.812572, -1.391879, 4.630099)
O (-6.113482, -0.853859, 4.951409)
C (-6.363102, 0.508411, 4.820569)
O (-5.532802, 1.362161, 4.520159)
C (-7.727202, 0.941931, 5.275809)
F (-8.387162, 1.326261, 4.205459)
F (-8.430532, 0.059101, 6.019299)
F (-7.562062, 1.976811, 6.028329)
H (-5.700632, -3.280819, 5.340649)
H (-4.043182, -3.494169, 4.704119)
H (-5.304022, -3.248279, 3.561539)
H (-4.388812, -1.084339, 3.674099)
H (-4.161092, -1.080249, 5.446539)
C (2.310598, -5.221249, 5.424049)
C (1.808018, -5.286199, 4.024959)
O (1.248488, -6.535349, 3.934569)
C (0.914778, -7.096619, 2.731319)
O (1.015008, -6.512939, 1.641829)
C (0.431408, -8.583649, 2.724839)
F (-0.702452, -8.626939, 3.357699)
F (0.402238, -9.139799, 1.521699)
F (1.269608, -9.214149, 3.534089)
H (2.759008, -4.236579, 5.556119)
H (3.034568, -6.026629, 5.547909)
H (1.601878, -5.338399, 6.243859)
H (2.497518, -5.259899, 3.181169)
H (1.124028, -4.451879, 3.869459)
Cl (8.874708, 1.773361, -3.450611)
C (7.670858, 1.549401, -4.730961)
C (7.475028, 2.789401, -5.568861)
Cl (9.026548, 3.592891, -6.153841)
H (6.756098, 1.269251, -4.208631)
H (7.963978, 0.742121, -5.402131)
H (6.857108, 3.473191, -4.986871)
H (6.875918, 2.550991, -6.447681)
Cl (7.521818, 0.999711, 5.519379)
C (8.109978, -0.636379, 4.955849)
C (7.235218, -1.073309, 3.837889)
Cl (7.507178, -2.769739, 3.536849)
H (8.229458, -1.278509, 5.828489)
H (9.135198, -0.686259, 4.589059)
H (7.298308, -0.468139, 2.933519)
H (6.184398, -1.008239, 4.120109)
Cl (-7.358502, 0.847171, -1.773691)
C (-7.976692, 2.464781, -2.169731)
C (-6.884832, 3.376541, -2.803861)
Cl (-5.560212, 3.622101, -1.707501)
H (-8.385522, 3.081541, -1.369371)
H (-8.787472, 2.318791, -2.883461)
H (-7.320492, 4.356381, -2.999331)
H (-6.543562, 2.926341, -3.736041)

Atoms 1-6, force components in eV/Å:
N 0.90 -0.82 0.67
H -0.17 0.37 -0.32
H -0.64 0.90 0.10
H 0.86 -1.05 -0.32
H -0.78 0.07 -0.03
N -0.80 -0.49 -1.04

As for the energy above the lowest of the compared OMol25 structures with the same formula, charge and spin: 273.90 kcal/mol. The electronic energy is -141861.871 eV. As for the charge: +1. The calculation puts the molecular weight at 837.3 g/mol.


Entry from the OMol25 dataset: a structure of composition C13H23AsIrN2O7S3 at a distorted geometry (wB97M-V/def2-TZVPD).

Atoms and positions in Å:
Ir (-0.902940, -0.518886, 0.477154)
O (-0.635740, -0.053986, 3.816654)
S (-0.327540, 0.478814, 2.473254)
O (0.408060, 1.752814, 2.612654)
O (0.606060, -0.512586, 1.794854)
O (-1.652540, 0.791614, 1.793954)
S (-1.817340, -2.102186, 2.060454)
C (-3.358840, -1.751086, 1.605854)
N (-4.064140, -2.380186, 0.605054)
C (-5.387040, -1.827686, 0.464554)
C (-5.452940, -0.735786, 1.531554)
N (-4.158840, -0.779186, 2.162754)
H (-3.669140, -3.132486, 0.054254)
H (-6.124840, -2.617286, 0.631754)
H (-5.502240, -1.427686, -0.546646)
H (-6.223740, -0.933886, 2.281554)
H (-5.608540, 0.257314, 1.100954)
H (-3.844540, -0.188486, 2.922754)
C (2.328060, -0.479886, -2.712446)
As (1.045260, -0.518886, -1.211946)
C (1.802560, -2.128686, -0.356446)
C (1.856260, 0.965414, -0.147546)
C (3.349560, 0.890914, 0.056054)
C (3.912960, -0.051386, 0.932654)
C (5.297160, -0.103186, 1.122654)
C (6.131160, 0.789414, 0.445354)
C (5.581260, 1.739814, -0.417746)
C (4.197460, 1.795214, -0.609446)
H (3.369760, -0.551986, -2.339146)
H (2.204860, 0.467214, -3.276746)
H (2.126960, -1.337186, -3.387046)
H (2.908960, -2.109886, -0.368146)
H (1.475960, -3.019486, -0.930946)
H (1.424560, -2.212686, 0.683054)
H (1.352560, 1.050914, 0.838054)
H (1.605160, 1.882814, -0.721546)
H (3.283460, -0.739186, 1.480154)
H (5.722860, -0.833186, 1.798854)
H (7.202360, 0.748614, 0.594054)
H (6.227360, 2.435114, -0.938046)
H (3.789860, 2.539514, -1.282246)
C (-2.979440, 2.630514, -1.955946)
S (-1.739240, 1.384214, -2.156946)
O (-0.564640, 2.151614, -2.565146)
O (-2.304940, 0.520614, -3.190946)
O (-1.656040, 0.785014, -0.826746)
H (-3.119740, 3.145814, -2.908546)
H (-2.648640, 3.337714, -1.192246)
H (-3.912040, 2.153714, -1.646646)
H (-1.554840, -1.647686, -0.651646)

Atoms 1-6, force components in eV/Å:
Ir -1.06 -5.62 -6.47
O 0.02 0.09 -1.57
S 2.01 4.66 10.22
O -0.50 -1.13 -1.20
O 0.59 -0.30 0.73
O -0.58 1.27 0.55

As for the energy above the lowest of the compared OMol25 structures with the same formula, charge and spin: 0.00 kcal/mol. The electronic energy is -127345.712 eV. As for the charge: -1. As for the multiplicity: 5. The calculation puts the molecular weight at 682.7 g/mol.


Entry from the OMol25 dataset: a cluster of 6 separate species, C38H64BrN4O13P in total at a distorted geometry (wB97M-V/def2-TZVPD).

Atoms and positions in Å:
C (1.436319, 1.672173, 0.694388)
C (1.573564, 0.587629, -0.412859)
C (0.223462, 0.397321, -1.144214)
Br (0.454450, 0.093974, -3.090320)
C (-0.717881, -0.605793, -0.508434)
C (-0.549319, -1.929287, -0.421824)
C (0.691959, -2.623868, -0.934631)
C (1.524987, -3.210914, 0.294455)
N (1.181803, -4.623682, 0.570159)
N (2.945079, -3.164014, -0.096704)
N (1.369461, -2.303963, 1.442181)
C (-1.653882, -2.734795, 0.221879)
O (-1.454456, -3.758064, 0.840649)
C (-3.081383, -2.189665, 0.115215)
P (-4.515806, -3.369837, 0.027035)
N (-5.540648, -3.032976, 1.356873)
O (-3.945700, -4.923294, 0.284249)
C (-3.257436, -0.856667, 0.077433)
C (-4.597625, -0.140854, 0.011202)
C (-4.988794, 0.616232, 1.292565)
C (-5.839265, 0.074474, 2.231036)
C (-6.165071, 0.772197, 3.418086)
C (-5.654409, 2.021005, 3.667678)
C (-4.810119, 2.576364, 2.708379)
C (-4.511548, 1.896433, 1.564732)
C (-1.985337, -0.032662, 0.096719)
O (-1.917347, 1.071805, 0.605643)
H (0.434243, 2.120089, 0.718313)
H (1.592475, 1.244947, 1.692772)
H (2.128947, 2.504459, 0.520329)
H (1.991686, -0.341506, -0.027609)
H (2.286309, 0.974204, -1.151949)
H (-0.286497, 1.362845, -1.089193)
H (1.381802, -1.978615, -1.474231)
H (0.387350, -3.509102, -1.501964)
H (0.662374, -4.684677, 1.442708)
H (2.067571, -5.074410, 0.784743)
H (3.517983, -3.318271, 0.728614)
H (3.187374, -3.961728, -0.693121)
H (2.249595, -1.804419, 1.523897)
H (1.154866, -2.797157, 2.298553)
H (-5.036501, -2.846085, 2.220314)
H (-6.266063, -3.728519, 1.479646)
H (-4.244873, -5.161654, 1.172732)
H (-4.514627, 0.636899, -0.766055)
H (-5.430225, -0.799862, -0.252133)
H (-6.295998, -0.900418, 2.105727)
H (-6.850978, 0.373161, 4.163168)
H (-5.899560, 2.580125, 4.566975)
H (-4.401097, 3.563060, 2.923771)
H (-3.840729, 2.381227, 0.858230)
O (4.717882, -1.759995, 1.375177)
C (5.155334, -1.479955, 2.462086)
O (5.168571, -2.413168, 3.426025)
C (5.849621, -2.250309, 4.676390)
C (4.977648, -1.544639, 5.693907)
C (5.602160, -0.076813, 2.788332)
H (6.810479, -1.754067, 4.534369)
H (6.071002, -3.258309, 5.024310)
H (4.723912, -0.533798, 5.372688)
H (5.486419, -1.483309, 6.656268)
H (4.038552, -2.083261, 5.826687)
H (4.739467, 0.507191, 3.108599)
H (6.017291, 0.365522, 1.885440)
H (6.382708, -0.031397, 3.544300)
O (9.548019, -0.364320, 2.682918)
C (9.727876, 0.504751, 1.873575)
O (9.817446, 1.786016, 2.272740)
C (10.230522, 2.856439, 1.417949)
C (9.063192, 3.425599, 0.638598)
C (9.761516, 0.192168, 0.395820)
H (11.050565, 2.543762, 0.770120)
H (10.633761, 3.622385, 2.079191)
H (8.624153, 2.681546, -0.026876)
H (9.382416, 4.278829, 0.039298)
H (8.275903, 3.749873, 1.319944)
H (8.743264, 0.194280, 0.008119)
H (10.189896, -0.799172, 0.269058)
H (10.377702, 0.875643, -0.183904)
O (3.831307, -5.300598, -2.562251)
C (3.073553, -5.169081, -3.483484)
O (3.542924, -4.759309, -4.674914)
C (2.764068, -4.762856, -5.873540)
C (1.957610, -3.487828, -6.012523)
C (1.592534, -5.360909, -3.298111)
H (2.142016, -5.657377, -5.932366)
H (3.481059, -4.830550, -6.691049)
H (1.236066, -3.378725, -5.201899)
H (1.416840, -3.478091, -6.959739)
H (2.615028, -2.618702, -5.974088)
H (1.169389, -4.425211, -2.946000)
H (1.434241, -6.131825, -2.547344)
H (1.070940, -5.688286, -4.195188)
O (-9.132573, 0.868045, 1.776596)
C (-8.944096, 1.725831, 0.959499)
O (-8.830426, 3.009121, 1.343605)
C (-8.394449, 4.059886, 0.477755)
C (-9.547757, 4.643376, -0.312169)
C (-8.921584, 1.396420, -0.515464)
H (-7.578388, 3.722855, -0.163471)
H (-7.977457, 4.825418, 1.131070)
H (-9.999936, 3.900482, -0.970126)
H (-9.209188, 5.482750, -0.920622)
H (-10.330392, 4.991584, 0.362648)
H (-9.941444, 1.407276, -0.898143)
H (-8.505713, 0.397984, -0.632463)
H (-8.299344, 2.065766, -1.105741)
O (-3.380281, 6.815387, -4.428535)
C (-2.835294, 5.878217, -3.915612)
O (-3.578570, 4.876015, -3.408910)
C (-3.031457, 3.630939, -2.964937)
C (-2.574355, 3.707308, -1.523313)
C (-1.334509, 5.839482, -3.743066)
H (-2.239512, 3.291542, -3.634584)
H (-3.840526, 2.905790, -3.051378)
H (-1.771169, 4.434157, -1.394413)
H (-2.217855, 2.735338, -1.181845)
H (-3.397105, 4.024068, -0.880745)
H (-1.070379, 6.353757, -2.819827)
H (-0.883307, 6.360838, -4.583998)
H (-0.918272, 4.834357, -3.736253)

Atoms 1-6, force components in eV/Å:
C -0.20 -0.20 0.14
C 0.07 0.81 -0.45
C -0.02 0.16 0.92
Br -0.14 -0.05 0.31
C -0.99 -0.25 -0.33
C 0.41 0.08 -0.71

The electronic energy is -152353.060 eV. The SMILES is CC[C@@H](Br)C1=C(CC(N)(N)N)C(=O)C(P(N)O)=C(Cc2ccccc2)C1=O.CCOC(C)=O.CCOC(C)=O.CCOC(C)=O.CCOC(C)=O.CCOC(C)=O. The calculation puts the molecular weight at 895.8 g/mol.